Here is a cluster of 2 separate species, C15H35N6O2 in total from OMol25. Energies are from ωB97M-V/def2-TZVPD.

The geometry in XYZ format:
```
58
Properties=species:S:1:pos:R:3
C 2.01 4.66 -0.84
C -0.95 2.62 1.54
H 0.75 -1.24 0.39
H -0.66 -1.10 1.98
H 0.37 -2.49 -2.24
H 0.93 4.37 3.29
H -2.62 -4.53 -0.49
H -1.79 2.01 -0.23
H -2.19 0.61 2.03
H -0.41 2.11 2.33
H 1.02 4.62 -1.30
H -1.04 -0.04 -1.57
C -1.17 -0.98 1.02
O 1.42 -1.76 -4.34
N -1.16 1.59 0.46
H -0.29 4.03 0.03
H -2.83 0.28 0.43
N 0.06 -3.02 -3.04
C -1.90 0.38 1.00
H -1.49 -3.23 -0.91
H 2.49 3.60 3.08
C -0.13 3.84 1.09
O 3.15 2.94 0.31
H 0.40 -4.46 -0.52
H -1.26 -6.17 1.39
H -0.81 -3.34 1.64
H -0.61 -3.74 -2.90
H 0.34 -5.46 1.65
C -0.51 -5.03 -0.32
C -1.79 -3.34 1.16
H 2.54 6.12 3.39
H 0.16 -6.87 0.62
C 1.78 4.28 2.61
H 0.91 1.17 0.46
H 3.41 5.57 1.97
C 2.20 3.68 0.28
C -0.31 -5.93 0.91
C 2.42 5.65 2.42
N 1.28 3.63 1.38
C 0.62 -2.68 -4.24
N -0.16 -1.18 -0.05
H 0.72 -0.23 -1.70
N 0.22 -3.43 -5.31
C -1.69 -4.04 -0.21
H 0.62 -3.20 -6.20
C -0.11 -0.07 -1.00
C 0.10 1.25 -0.28
H 2.17 5.68 -0.48
H -0.68 -5.66 -1.19
H -0.54 4.71 1.61
H -2.73 -1.86 0.13
H -2.47 -3.87 1.82
H -0.43 -4.19 -5.25
H 2.75 4.43 -1.60
H -1.94 2.90 1.92
N -2.25 -1.94 1.03
H 0.31 2.06 -0.98
H 1.79 6.31 1.81
```

Calculated values
Total energy (Eh): -1071.3373
Frontier orbital gap (eV): 9.2
Relative energy (zero: lowest compared OMol25 entry of this formula, charge and spin) (kcal per mole): 0.0
Charge: +1
LUMO energy (eV): -2.881

Mulliken population analysis, charges in e, atoms 1 to 4: number 1, C, carries -1.1726; number 2, C, carries -0.7304; number 3, H, carries 0.3095; number 4, H, carries 0.5472

---

Here is a structure of composition C15H35N7OReS4 from OMol25. Energies are from ωB97M-V/def2-TZVPD.

The geometry in XYZ format:
```
63
Properties=species:S:1:pos:R:3
H -0.40 2.17 -3.84
C 1.45 1.92 -2.75
C -3.05 -1.44 1.04
H -2.14 3.06 0.76
H 3.28 1.95 0.48
C 1.62 -2.58 -0.18
H 3.80 -0.34 3.07
C 3.07 -4.51 -0.69
H -3.46 0.66 3.38
H 2.21 0.72 2.00
H -4.99 -2.55 2.32
Re 0.10 0.12 0.27
H -1.05 4.43 0.57
H 3.78 -4.02 -1.35
H 1.13 3.95 -0.32
S -1.05 1.42 -1.66
C -2.01 -3.63 1.23
N 2.57 -2.20 0.76
C -1.19 3.18 -1.19
C -4.20 0.71 0.93
C 2.62 2.40 -0.25
S 2.07 1.02 -1.29
C 0.04 1.50 -3.10
H 0.90 -3.86 -2.61
H -5.10 1.09 1.42
H -4.79 -0.50 3.50
H 2.13 1.72 -3.58
H 0.01 0.49 -3.51
H -4.43 0.45 -0.10
S 0.08 2.42 1.18
H 2.91 -5.53 -1.04
H -0.38 3.74 -1.66
H -3.10 -1.05 3.56
H -3.44 1.50 0.93
N 0.65 -1.79 -0.52
C -3.78 -0.34 3.11
N -3.03 -2.65 1.59
O -0.37 -0.64 1.76
C 1.54 3.25 0.41
H -4.37 -4.17 2.04
S -2.25 -1.14 -0.47
H 0.02 -2.17 -1.20
C 2.70 -1.05 1.50
H -2.12 3.55 -1.61
H 3.51 -4.60 0.31
N 3.59 -1.15 2.51
N -3.73 -0.46 1.65
H -1.85 -4.28 2.10
C 0.78 -4.32 -1.63
H -3.83 -3.26 3.46
H 2.00 3.86 1.19
C -4.11 -3.18 2.41
H 3.25 3.05 -0.86
N 2.05 0.04 1.25
H -2.33 -4.24 0.39
H -1.08 -3.12 1.00
H -0.23 -4.14 -1.25
H 3.13 -2.97 1.09
C -1.19 3.37 0.32
N 1.77 -3.83 -0.67
H 4.22 -1.93 2.60
H 0.90 -5.39 -1.73
H 1.51 2.99 -2.54
```

Calculated values
<S²>: 0.76
Multiplicity: 2
Total energy (Eh): -2721.6674
Frontier orbital gap (alpha / beta) (eV): 7.5 / 7.7
Relative energy (zero: lowest compared OMol25 entry of this formula, charge and spin) (kcal per mole): 7.2
Charge: +2
LUMO energy (alpha / beta) (eV): -4.801 / -5.171

Mulliken population analysis, charges in e, atoms 1 to 4: number 1, H, carries 0.5127; number 2, C, carries -0.8329; number 3, C, carries 0.5950; number 4, H, carries 0.2269

---

Here is a structure of composition C15H35OS5SbW at a distorted geometry from OMol25. Energies are from ωB97M-V/def2-TZVPD.

The geometry in XYZ format:
```
58
Properties=species:S:1:pos:R:3
S 2.85 -2.68 -2.11
H 2.38 -0.63 2.68
H -3.23 -0.48 -4.73
C 1.44 -0.09 2.79
H 0.78 3.11 -4.36
H 2.48 -4.47 1.70
C -2.45 1.52 -2.85
S 4.32 -1.36 -1.63
H -1.78 -1.15 4.11
H -1.48 1.21 2.99
H 3.13 2.66 -3.66
H -3.41 -1.02 3.47
H -2.46 -2.46 3.13
H -2.94 0.66 -2.39
C -0.03 -3.98 2.95
H -2.05 2.37 -4.81
H 1.88 0.57 4.80
C -2.40 -1.38 3.25
H 0.15 3.08 -1.35
H 2.68 -2.87 1.03
C -1.91 -0.67 1.98
H 2.65 2.61 -1.98
C 1.08 0.04 4.27
H 2.54 1.75 2.29
C -2.49 0.25 -5.07
H 2.12 1.35 -3.12
H -2.74 2.43 -2.32
H 0.78 1.98 2.42
Sb 0.12 -1.26 1.54
H -3.02 1.15 2.14
H -0.95 3.62 -2.62
C -1.97 0.85 2.08
H -2.45 -1.02 1.11
C 2.18 -3.43 1.82
H 0.22 -3.47 3.88
H 0.16 0.60 4.42
C 1.57 1.29 2.10
H 0.97 -0.93 4.74
H -1.53 1.35 1.22
H 2.55 -3.08 2.78
H -1.50 -0.16 -4.92
O -0.65 0.69 -1.02
H 0.30 -5.02 3.04
H -2.63 0.37 -6.15
C 0.66 -3.35 1.75
S 3.54 -0.22 -0.12
W 1.29 0.02 -0.49
H -1.12 -4.00 2.85
H 1.47 1.29 0.99
C -2.69 1.59 -4.36
H 0.29 -3.78 0.82
C 2.31 2.42 -2.99
C -0.11 2.97 -2.40
S 1.12 -1.56 -2.18
S -0.70 1.25 -2.52
H -3.71 1.94 -4.49
H 1.31 4.31 -3.21
C 1.08 3.25 -3.32
```

Calculated values
<S²>: 2.16
Multiplicity: 3
Total energy (Eh): -2965.4288
Frontier orbital gap (alpha / beta) (eV): 6.1 / 6.8
Relative energy (zero: lowest compared OMol25 entry of this formula, charge and spin) (kcal per mole): 37.5
Charge: +2
LUMO energy (alpha / beta) (eV): -8.144 / -7.640

Mulliken population analysis, charges in e, atoms 1 to 4: number 1, S, carries 0.0291; number 2, H, carries 0.4321; number 3, H, carries 0.3330; number 4, C, carries 0.2984